The following is a DFT calculation (wB97M-V/def2-TZVPD) of a structure of composition C52H83As3BaN4OS2 at a distorted geometry.

Properties
Highest occupied orbital energy, hartree: -0.013
E_tot, Ha: -9854.693886
Multiplicity: 1
Net charge: -2

The geometry in XYZ format:
```
146
Properties=species:S:1:pos:R:3:forces:R:3
Ba -1.24909 -1.97760 -0.06508 -0.441 -0.882 -0.873
C 0.36390 4.75631 -2.54055 0.037 -0.058 -0.065
As 0.74353 2.93223 -1.88014 -0.179 0.126 0.003
C 0.03387 2.03319 -3.47112 0.027 0.031 0.048
C 2.68026 2.81887 -2.24355 -0.081 -0.055 -0.059
C 3.60878 3.33696 -1.12858 0.077 0.000 -0.004
C 3.03879 4.54283 -0.38532 -0.030 0.003 0.040
C 3.96260 2.24328 -0.09261 0.061 -0.063 0.008
As 2.88585 1.03687 1.08571 -0.048 -0.054 0.119
C 2.10404 -0.21298 -0.19435 -0.001 0.047 -0.198
C 1.24511 1.93201 1.67808 -0.006 0.071 -0.115
C 4.97780 3.68678 -1.76656 0.018 0.029 0.019
As 5.42018 5.26626 -2.87945 -0.027 -0.029 -0.011
C 3.78230 5.73710 -3.85660 0.031 0.008 0.028
C 5.32619 6.71198 -1.54333 0.018 -0.022 -0.022
H 0.80885 4.92397 -3.52273 0.013 0.013 -0.005
H 0.69984 5.52251 -1.84395 0.015 0.010 0.011
H -0.72065 4.83144 -2.63874 0.009 0.000 0.025
H 0.76536 2.00325 -4.27896 -0.015 -0.034 -0.025
H -0.83949 2.59417 -3.80898 0.001 -0.004 0.015
H -0.30226 1.02498 -3.22631 0.046 -0.089 -0.058
H 2.86589 3.33599 -3.18678 0.031 0.054 0.021
H 2.89494 1.76136 -2.42548 -0.021 0.000 0.003
H 2.12935 4.26930 0.15368 0.010 -0.012 0.010
H 2.79510 5.35861 -1.06359 -0.008 0.023 -0.023
H 3.76157 4.91452 0.34569 0.010 -0.001 0.000
H 4.64079 2.71525 0.62698 -0.009 -0.030 0.019
H 4.57487 1.48713 -0.60118 -0.001 -0.003 0.003
H 2.87737 -0.52367 -0.89744 -0.019 -0.022 -0.017
H 1.27112 0.22128 -0.75475 0.006 -0.018 -0.004
H 1.75831 -1.08268 0.36843 -0.009 0.065 0.074
H 1.47566 2.63758 2.47643 -0.029 0.008 0.023
H 0.63629 1.10889 2.06970 0.043 0.000 0.048
H 0.71382 2.43171 0.86607 0.098 -0.020 0.100
H 5.29308 2.83149 -2.37187 -0.003 0.022 -0.014
H 5.73265 3.77453 -0.97495 -0.018 -0.005 0.003
H 3.54736 4.97664 -4.59931 0.009 -0.004 -0.011
H 3.98446 6.67358 -4.37865 -0.005 -0.002 0.003
H 2.92676 5.87363 -3.20024 -0.036 -0.012 0.010
H 5.90913 6.42728 -0.66722 0.009 0.002 0.001
H 4.30837 6.93662 -1.23345 -0.017 -0.001 0.008
H 5.77486 7.60601 -1.97687 -0.004 0.003 0.002
C -3.32744 3.19934 4.45548 0.025 0.021 0.000
C -4.39560 2.24730 3.92950 -0.021 0.002 -0.013
C -4.04755 0.77460 4.12512 0.004 -0.019 0.008
C -2.75950 0.34312 3.42903 0.056 0.101 -0.023
N -2.67181 0.80075 2.04435 -0.144 -0.020 0.073
C -3.22297 0.11401 1.00995 0.071 0.219 0.404
S -4.28355 -1.17243 1.26234 -0.057 -0.213 -0.203
N -2.83056 0.47766 -0.21564 -0.432 0.074 0.422
C -2.04554 1.65708 -0.48155 0.071 0.035 -0.204
C -2.76160 2.98713 -0.23731 0.067 0.026 0.067
C -3.93175 3.29203 -1.17286 0.007 0.006 0.040
C -5.20987 2.53292 -0.82848 -0.053 0.016 0.064
H -3.64896 4.24110 4.39161 -0.011 -0.002 -0.008
H -2.40095 3.10881 3.88537 0.006 -0.007 -0.002
H -3.09012 2.98423 5.50103 -0.003 -0.001 0.007
H -4.55191 2.43303 2.86317 -0.014 -0.004 0.005
H -5.35073 2.45613 4.42146 0.017 0.001 0.022
H -4.86908 0.15367 3.76540 0.013 0.014 -0.018
H -3.92286 0.56306 5.19336 -0.031 -0.003 0.014
H -2.63903 -0.74056 3.46691 -0.039 -0.018 -0.003
H -1.89653 0.77682 3.93691 0.026 -0.022 0.002
H -1.79583 1.24877 1.82017 -0.015 0.014 0.023
H -2.92452 -0.19983 -1.01245 -0.046 0.171 -0.741
H -1.74447 1.56117 -1.52615 -0.087 -0.019 -0.014
H -1.11326 1.63935 0.09010 0.091 0.009 0.017
H -1.99818 3.76806 -0.33478 -0.019 -0.005 -0.032
H -3.11371 3.02994 0.79913 0.031 0.011 -0.002
H -3.63891 3.08135 -2.20500 -0.008 -0.001 -0.003
H -4.13975 4.36663 -1.12215 0.013 0.000 -0.003
H -5.08515 1.45583 -0.91944 0.011 0.007 0.004
H -6.02980 2.83141 -1.48551 0.004 -0.003 0.003
H -5.51227 2.74026 0.20229 0.010 0.025 0.014
O -0.20712 -1.11977 1.93980 0.565 0.094 0.838
S -0.41214 -2.49089 2.78717 -0.239 0.188 -0.316
C 1.87099 -1.92577 5.12987 0.019 0.031 0.004
C 2.07393 -0.54420 5.07370 -0.023 -0.030 0.001
C 1.47016 0.31178 5.98173 0.003 -0.001 0.002
C 0.65320 -0.18684 6.98487 -0.025 0.031 0.007
C 0.45034 -1.55730 7.06373 0.001 -0.017 0.002
C 1.05113 -2.41006 6.15277 -0.006 0.030 -0.039
C 2.50653 -2.83979 4.13831 0.117 -0.032 0.073
C 2.43946 -4.22857 4.27270 -0.038 0.043 -0.022
C 3.02260 -5.07388 3.34370 0.000 -0.006 0.027
C 3.71678 -4.55136 2.26437 0.046 0.006 -0.047
C 3.79948 -3.17499 2.11942 -0.019 -0.028 -0.012
C 3.20183 -2.33132 3.04164 -0.059 -0.032 -0.042
H 2.69711 -0.11508 4.30122 -0.003 -0.007 0.001
H 1.63859 1.37881 5.89509 -0.010 0.006 0.005
H 0.17219 0.48266 7.68762 0.002 0.000 0.004
H -0.19577 -1.96846 7.83046 -0.001 0.004 -0.002
H 0.84140 -3.46783 6.22452 -0.004 -0.002 -0.010
H 1.88253 -4.67610 5.08434 0.027 0.004 0.028
H 2.90186 -6.14528 3.44749 -0.018 -0.002 -0.024
H 4.14938 -5.21081 1.52207 -0.009 0.000 0.004
H 4.30725 -2.74578 1.26295 0.002 -0.002 -0.003
H 3.24765 -1.26762 2.85750 0.016 -0.012 0.031
C -1.30044 -5.20757 3.81310 -0.028 0.027 0.034
C -0.48567 -5.78670 2.68305 0.058 0.107 0.140
C -0.34190 -7.16423 2.61446 0.005 0.006 0.046
C 0.37418 -7.80683 1.61349 0.035 -0.026 -0.008
C 0.96079 -7.00510 0.63451 0.050 -0.010 -0.006
C 0.85665 -5.63180 0.65593 -0.133 -0.017 -0.025
C 1.48876 -4.80363 -0.42043 -0.015 0.001 -0.070
C 0.13004 -4.94687 1.69800 0.163 -0.070 -0.132
N 0.13251 -3.61040 1.59436 0.104 0.191 0.280
H -1.64084 -6.01034 4.47224 -0.010 -0.003 -0.001
H -2.17806 -4.66342 3.45897 0.013 -0.017 -0.005
H -0.72946 -4.49937 4.42145 0.020 -0.021 -0.001
H -0.82297 -7.75896 3.38769 -0.003 -0.009 -0.001
H 0.46473 -8.88560 1.58982 -0.003 -0.004 -0.002
H 1.52527 -7.46407 -0.17357 0.001 -0.010 0.004
H 2.13432 -5.41343 -1.05753 0.001 0.003 0.006
H 2.06302 -3.98008 0.00978 0.031 0.008 0.011
H 0.73993 -4.34376 -1.07724 -0.022 -0.002 0.014
C 1.01261 -3.39876 -3.79610 -0.061 -0.041 -0.002
C 0.64523 -1.94302 -3.49185 0.046 -0.106 0.082
C 1.89578 -1.07486 -3.64765 -0.002 0.015 -0.050
C -0.53837 -1.48072 -4.31545 -0.085 0.062 0.115
C -0.37421 -1.43535 -5.68244 0.020 0.037 -0.072
C -1.40177 -1.10316 -6.56361 0.041 -0.003 0.003
C -2.64637 -0.85953 -5.98758 -0.041 -0.018 -0.051
C -2.88748 -0.89011 -4.62770 -0.012 0.040 0.065
C -4.30899 -0.56911 -4.20126 -0.013 -0.011 0.029
C -4.93084 -1.59009 -3.24776 0.050 -0.028 -0.001
C -4.39568 0.84688 -3.63100 0.062 -0.029 -0.069
C -1.81566 -1.13121 -3.64656 0.029 -0.093 -0.256
N -1.94558 -1.06779 -2.34024 0.285 0.149 0.238
H 1.84521 -3.74269 -3.17516 0.012 -0.003 0.008
H 1.30157 -3.50785 -4.84539 0.003 0.012 0.002
H 0.16058 -4.05961 -3.62253 -0.011 0.010 -0.003
H 0.32820 -1.88790 -2.44505 -0.016 0.093 0.006
H 2.24911 -1.09263 -4.68312 -0.006 0.010 0.000
H 2.70870 -1.43956 -3.01222 0.023 -0.022 -0.007
H 1.69725 -0.03576 -3.38588 -0.010 0.001 0.017
H 0.60336 -1.68557 -6.09565 0.002 0.005 -0.005
H -1.25089 -1.07359 -7.63593 -0.001 -0.002 -0.005
H -3.48991 -0.63751 -6.64201 0.003 0.004 -0.007
H -4.91487 -0.58327 -5.11714 0.004 0.013 0.005
H -4.33401 -1.66827 -2.34012 -0.022 0.019 0.021
H -4.95828 -2.57662 -3.71687 0.001 -0.022 -0.014
H -5.95570 -1.30583 -2.98610 -0.010 0.007 0.014
H -3.70943 0.92845 -2.79165 0.036 -0.018 0.106
H -5.40513 1.09533 -3.29026 -0.023 -0.009 -0.003
H -4.08839 1.57802 -4.38430 -0.011 0.002 -0.018
```
Positions in Å, forces in eV/Å.